Record 1
Here is a structure of composition C3H5N3O at a distorted geometry from OMol25. Energies are from wB97M-V/def2-TZVPD.

XYZ file:
```
12
Properties=species:S:1:pos:R:3
C -0.53239 0.84373 0.05472
C -1.92123 0.71783 0.09277
C -0.08620 -0.46346 0.07944
N -2.32036 -0.49730 0.10145
N -1.13199 -1.27328 0.03258
N 2.60428 -0.08891 -0.09422
O 1.69782 -0.89548 0.33278
H -0.00424 1.68941 0.10919
H -2.53232 1.51563 -0.22336
H -1.14558 -2.33037 -0.00550
H 2.61295 0.11049 -1.10604
H 2.75926 0.67172 0.62618
```

As for the net charge: 0. As for the expectation value of S²: 2.011. The multiplicity is 3. The value obtained for the energy relative to the best compared isomer or geometry (same formula, charge and spin) is 276.64 kJ/mol. Its frontier orbital gap (alpha / beta) is 7.27 / 6.73 eV.

***

Record 2
Here is a cluster of 3 separate species, C29H67ClN2O11P2SSi4 in total at a distorted geometry from OMol25. Energies are from wB97M-V/def2-TZVPD.

XYZ file:
```
117
Properties=species:S:1:pos:R:3
C -3.38924 -3.11746 -1.15226
C -2.11048 -2.99987 -0.80688
C -1.64587 -3.49621 0.54208
C -0.65725 -2.60441 1.33739
C 0.38819 -2.09090 0.31542
C 1.05615 -3.19781 -0.54171
P 2.81510 -2.89901 -0.85252
O 3.07126 -3.01647 -2.28711
O 3.69299 -4.02461 -0.11149
C 4.03902 -3.76764 1.27148
C 5.28086 -4.61686 1.59872
O 3.19791 -1.42773 -0.33481
C 4.52078 -1.05685 -0.78155
C 5.07723 0.06239 0.12294
C 0.18431 -3.48473 2.32112
O -0.30543 -4.79305 2.44167
O 0.22117 -3.04961 3.68203
S 1.19116 -1.81786 4.05057
O 2.18342 -1.70533 3.01717
O 0.18301 -0.53363 3.85910
C -0.51463 -0.28107 2.67457
Cl -1.86070 0.86126 3.34118
C 0.22285 0.68081 1.73899
C 1.01947 1.77354 2.49815
C 2.52470 1.49321 2.61993
N 2.96528 1.23431 3.99892
C -1.39088 -1.41778 2.01506
O -1.99179 -0.65590 0.91033
C -3.27026 -0.71672 0.81774
N -4.45007 -0.79608 0.80937
P -2.63208 -2.01366 3.32660
O -2.96642 -3.44588 3.22499
H -3.66665 -3.21807 -2.18629
H -4.12661 -3.08294 -0.36627
H -1.44266 -2.59097 -1.55153
H -1.19715 -4.44928 0.31123
H -2.54948 -3.72681 1.09811
H -0.02903 -1.32312 -0.31856
H 1.22617 -1.62989 0.82730
H 0.95447 -4.18893 -0.11083
H 0.59600 -3.24800 -1.51542
H 4.29478 -2.73161 1.45246
H 3.22327 -4.09563 1.90747
H 6.15566 -3.97859 1.57815
H 5.40445 -5.35110 0.81408
H 5.14596 -5.09178 2.55916
H 4.50354 -0.70359 -1.80076
H 5.19904 -1.90006 -0.74123
H 5.29746 0.92466 -0.48601
H 5.97229 -0.30414 0.60618
H 4.32132 0.27888 0.86901
H 1.21035 -3.58860 1.98670
H 0.11057 -5.29597 1.73958
H 0.92971 0.22281 1.05824
H -0.48815 1.22509 1.14138
H 0.63093 1.94826 3.49417
H 0.91115 2.68437 1.92496
H 2.82846 0.68649 1.95709
H 3.08538 2.36372 2.28825
H 3.48587 0.37307 4.05733
H 2.17525 1.16055 4.62224
H -1.94140 -1.79005 4.53164
H -3.77738 -1.21300 3.39225
O 6.57469 5.76265 0.50162
Si 7.67761 6.95718 0.22125
C 6.89388 8.34357 -0.76275
C 9.12878 6.28165 -0.74959
C 8.32257 7.66661 1.82126
Si 5.62436 4.72806 -0.35900
C 4.61812 3.63907 0.77374
C 6.68189 3.62816 -1.44589
C 4.44644 5.69005 -1.45124
H 6.62629 8.01265 -1.76806
H 7.58497 9.18342 -0.85688
H 5.98695 8.70237 -0.27140
H 9.55710 5.40794 -0.25359
H 9.91080 7.03738 -0.84557
H 8.82482 5.98266 -1.75467
H 8.81967 6.90278 2.42225
H 7.51759 8.10187 2.41644
H 9.04868 8.45271 1.60592
H 5.26384 3.03357 1.41320
H 3.99614 2.96302 0.18402
H 3.95973 4.23305 1.41098
H 7.19065 4.20863 -2.21752
H 6.06832 2.87207 -1.94072
H 7.44311 3.11623 -0.85260
H 4.98811 6.24141 -2.22199
H 3.87166 6.40716 -0.86147
H 3.74793 5.01314 -1.94724
O -9.42691 -2.42871 -2.23107
Si -8.19144 -1.64495 -1.46569
C -8.57807 0.18098 -1.31655
C -6.60476 -1.84031 -2.43944
C -7.91222 -2.32437 0.24667
Si -10.20714 -2.38726 -3.68094
C -11.55923 -3.67084 -3.75533
C -9.00165 -2.72110 -5.07476
C -10.97996 -0.70211 -3.94937
H -8.60972 0.66065 -2.29705
H -7.81504 0.68325 -0.71861
H -9.54580 0.33343 -0.83359
H -6.39227 -2.89490 -2.63074
H -5.76466 -1.41535 -1.88605
H -6.66825 -1.32965 -3.40293
H -7.64966 -3.38401 0.21594
H -8.80147 -2.20908 0.87010
H -7.08976 -1.78557 0.72118
H -11.15643 -4.67815 -3.63298
H -12.06127 -3.62270 -4.72356
H -12.30726 -3.50394 -2.97789
H -8.26439 -1.92036 -5.15804
H -9.52837 -2.79834 -6.02802
H -8.46503 -3.65695 -4.90419
H -10.21372 0.06912 -4.04776
H -11.62458 -0.43497 -3.10941
H -11.58187 -0.69971 -4.86030
```

As for the net charge: 0. Its frontier orbital gap is 9.49 eV.

***

Record 3
Here is a cluster of 12 separate species, C17H54O12 in total at a distorted geometry from OMol25. Energies are from wB97M-V/def2-TZVPD.

XYZ file:
```
83
Properties=species:S:1:pos:R:3
C 3.13399 2.26611 1.29287
C 3.17167 3.74700 1.65869
C 3.15282 3.79736 3.18493
O 3.27959 2.46020 3.65966
C 2.89291 1.55234 2.63112
H 4.13759 1.96526 0.98327
H 2.41700 1.99469 0.52087
H 2.26499 4.27336 1.33772
H 3.98798 4.24508 1.13762
H 2.18790 4.16834 3.54398
H 3.92834 4.45526 3.57986
H 1.84671 1.25239 2.76485
H 3.44582 0.62243 2.77486
C 1.10982 -1.16003 -0.43505
C 0.28468 -0.65623 0.75940
C -1.14657 -0.87929 0.24625
O -1.06247 -0.76131 -1.18686
C 0.27571 -0.79241 -1.65047
H 1.36806 -2.21213 -0.34325
H 2.07746 -0.64535 -0.41327
H 0.51654 0.36277 1.05417
H 0.61364 -1.34372 1.54214
H -1.81753 -0.08691 0.57836
H -1.52436 -1.86211 0.52503
H 0.53301 0.22321 -1.98421
H 0.50328 -1.44777 -2.49213
O 1.57630 -0.31278 -5.04610
H 0.85143 0.19325 -4.61570
H 1.14116 -0.77265 -5.77546
O 0.83455 -4.21984 -2.16491
H 0.71717 -4.98012 -2.74427
H 1.50166 -3.65121 -2.61298
O 4.48109 -1.06427 0.26315
H 5.38292 -0.87270 0.55295
H 4.53771 -1.16100 -0.69452
O 2.64178 -2.50954 -3.60363
H 3.10459 -1.96736 -2.95624
H 2.23269 -1.85267 -4.22056
O 3.12119 -2.53384 2.32472
H 2.81346 -3.35112 1.91360
H 3.39494 -1.96330 1.58140
O 0.37926 -4.85014 0.57498
H -0.55515 -5.06568 0.48441
H 0.59172 -4.32967 -0.23017
O -3.12837 -0.96513 -3.02318
H -2.42175 -0.88177 -2.34435
H -3.47132 -1.85839 -2.91685
C -2.18890 2.32549 -2.92580
C -1.09226 2.46949 -3.96986
C 0.21947 3.08295 -3.52279
O -0.79134 1.15701 -4.48489
H -2.57504 3.30582 -2.64186
H -1.83018 1.83109 -2.02132
H -2.95870 1.72359 -3.40947
H -1.51183 3.06532 -4.78848
H 0.72799 2.40578 -2.84131
H 0.10104 4.07948 -3.09440
H 0.80089 3.28856 -4.42532
H -1.58835 0.61048 -4.43349
C -1.28031 2.85860 0.85078
C -1.29434 3.43551 2.26128
C -0.56997 2.53200 3.26428
O -0.59998 4.69398 2.17959
H -1.36015 3.66697 0.12293
H -2.18640 2.26211 0.69945
H -0.44324 2.21769 0.57674
H -2.33930 3.59273 2.54473
H 0.49146 2.75549 3.28938
H -0.81982 1.49374 3.04279
H -0.88011 2.74397 4.29436
H -0.75035 5.19177 2.99114
C -3.78039 -2.93396 3.26208
C -3.63635 -3.99697 2.17146
C -4.79608 -3.95150 1.20109
O -2.41623 -3.86068 1.46817
H -3.01762 -3.08969 4.03742
H -4.71457 -3.00346 3.81761
H -3.58902 -1.94688 2.83579
H -3.66202 -4.95728 2.70954
H -5.73674 -4.28725 1.63178
H -4.60401 -4.57997 0.32818
H -4.92054 -2.92827 0.83399
H -1.71232 -3.82228 2.12773
```

As for the net charge: 0. The SMILES is C1CCOC1.C1CCOC1.CC(C)O.CC(C)O.CC(C)O.O.O.O.O.O.O.O. The value obtained for the energy relative to the best compared isomer or geometry (same formula, charge and spin) is 0.00 kJ/mol. Its frontier orbital gap is 9.42 eV.

***

Record 4
Here is a structure of composition C20H19Cl3MoN4O5S5 at a distorted geometry from OMol25. Energies are from wB97M-V/def2-TZVPD.

XYZ file:
```
57
Properties=species:S:1:pos:R:3
Mo -0.30840 1.46721 -0.17682
N -0.26209 1.81215 -2.32010
C -1.61058 1.96352 -2.92541
C -2.63666 1.06483 -2.21285
N -1.96182 0.31867 -1.13337
C -2.83640 -0.39736 -0.17224
C -2.91866 0.33841 1.14419
N -1.53230 0.58436 1.59201
H 0.34386 2.58320 -2.58533
H 0.15701 0.90113 -2.64046
H -1.54938 1.73022 -3.98836
H -1.89872 3.00870 -2.80658
H -3.08443 0.34808 -2.90654
H -3.43597 1.67079 -1.78536
H -1.36178 -0.38281 -1.60193
H -2.38244 -1.38037 -0.01506
H -3.82779 -0.55682 -0.60476
H -3.49084 -0.23696 1.87442
H -3.40933 1.30511 1.02267
H -1.08814 -0.28638 1.90921
H -1.50402 1.22920 2.37835
S -0.19315 8.68929 1.27355
C -0.22386 7.09440 0.91583
S 1.19421 6.16196 0.57633
C 0.40691 4.63131 0.30385
C -0.93071 4.63620 0.42401
S -1.85640 3.18696 0.15705
S -1.67514 6.15440 0.83709
S 1.30426 3.20917 -0.10920
Cl 5.99318 -1.48608 3.05084
C 4.49392 -0.88400 2.40269
C 4.38060 -0.65807 1.04378
C 3.17915 -0.18399 0.53902
Cl 3.09271 0.14869 -1.15524
C 2.08643 0.03489 1.36509
O 0.91019 0.41777 0.87068
C 2.24968 -0.15805 2.73096
Cl 0.96297 0.20296 3.84077
C 3.44069 -0.62425 3.26093
H 5.21261 -0.83348 0.37868
H 3.53867 -0.77591 4.32509
O 1.09337 -2.17217 -3.77198
C 0.61783 -1.89770 -2.68403
O 0.18006 -0.75659 -2.29037
C 0.44279 -2.97898 -1.64017
C 0.63513 -4.32253 -1.94716
C 0.46885 -5.30137 -0.97480
C 0.10439 -4.95060 0.32215
C -0.08775 -3.61115 0.58283
C 0.07975 -2.62148 -0.35265
N -0.53471 -3.19274 1.94507
O -0.97487 -2.05892 2.06334
O -0.44479 -4.00227 2.84243
H 0.92808 -4.57338 -2.95731
H 0.61832 -6.34315 -1.22186
H -0.03555 -5.68428 1.10126
H -0.05895 -1.58176 -0.09420
```

As for the net charge: 0. The value obtained for the energy relative to the best compared isomer or geometry (same formula, charge and spin) is 110.08 kJ/mol. Its frontier orbital gap (alpha / beta) is 6.27 / 6.27 eV.

***

no.,electronic energy (Eh)
1,-356.53844
2,-4781.65366
3,-1582.96272
4,-4808.48714